Entry 1:
The following is a DFT calculation (ωB97M-V/def2-TZVPD) of a cluster of 20 separate species, C32H112N8O20 in total in a non-equilibrium geometry.

Structure (XYZ):
```
172
Properties=species:S:1:pos:R:3:mulliken_charge:R:1
C 2.99 1.80 -6.85 -0.886
C 0.87 -0.87 2.29 -0.791
H -2.01 -1.59 -1.06 -0.030
O 0.26 0.35 -1.22 1.003
H 2.98 -1.74 -3.83 0.657
H -4.35 4.01 7.93 0.282
H 2.63 -1.22 5.51 -0.035
C -6.13 -1.71 -3.62 0.234
H 2.25 -6.20 3.98 0.267
H -0.28 -4.13 0.17 0.081
H 3.32 -4.55 0.89 0.546
H -7.78 -2.33 -2.37 0.349
H 5.24 -5.19 -5.23 0.244
C 2.95 -1.09 6.54 -0.463
H -1.73 -3.43 3.51 0.308
H -1.62 1.21 -1.21 0.031
C 2.01 -2.02 -3.40 -0.738
C -6.74 -2.02 -2.25 -1.352
O -4.19 -0.83 -4.71 -0.488
H 2.44 -0.18 6.87 0.284
H 4.12 -2.04 8.64 0.290
H -0.11 4.95 5.19 0.365
C 4.18 -5.34 -5.05 -0.769
H 4.13 -5.96 -4.14 0.305
H 2.29 -4.84 -3.35 0.338
O 2.49 1.75 4.27 -0.650
H -2.15 -4.79 2.47 0.362
H -0.63 -1.19 -1.62 -0.206
H 4.70 4.34 -5.83 0.262
H 4.35 -0.67 -1.68 0.274
H -2.42 -0.33 -5.60 0.325
H -0.37 3.24 3.51 0.184
H -0.18 4.51 6.91 0.375
H -1.69 3.38 -3.73 0.121
H -1.31 5.54 -4.45 0.234
C 1.12 -0.80 0.79 2.619
C -4.71 -1.18 -3.43 0.061
H -1.14 1.87 3.86 -0.145
H -6.66 -0.96 -4.19 0.387
N -2.11 7.81 -3.54 -0.751
H -1.00 -3.80 -1.15 0.293
H -3.85 0.10 -0.63 0.138
C -2.77 3.52 -3.65 -0.312
C -4.36 6.98 -3.84 -1.557
H -4.33 7.63 -4.71 0.387
H -0.35 4.98 -1.36 0.348
C 1.87 -4.79 2.52 1.175
C 3.03 -2.13 8.65 -0.666
H -4.02 -1.82 -2.88 0.150
H -2.91 6.03 -2.55 -0.646
N 2.56 -0.73 0.55 0.174
C -1.69 -3.80 2.48 -0.760
H -3.07 3.85 -2.65 0.246
O -2.00 4.94 -0.40 -0.647
C 2.54 -3.37 9.43 0.440
C 0.91 1.34 -5.59 -0.339
H -4.29 -1.14 0.15 0.211
C 3.74 3.92 -6.12 -0.826
H 4.32 -4.32 9.52 0.240
H -0.68 1.21 -2.77 -0.288
H 1.05 2.92 -6.90 0.345
H -0.23 -2.57 -3.31 -0.295
O 0.30 5.38 -1.96 -0.548
N 0.84 1.17 -8.01 -0.803
N -6.16 -2.96 -4.41 -0.785
H -2.41 4.07 -0.29 0.299
H 1.71 -5.12 -5.00 0.516
H -5.57 -2.76 -5.21 0.347
H -4.22 2.24 1.05 0.269
H -0.07 -5.87 2.60 0.337
O -3.13 4.44 -4.68 -0.483
H -5.60 -3.65 -3.92 0.280
H -4.77 -0.36 -2.70 -0.035
H 1.90 -5.51 0.48 0.313
H 1.59 -1.50 2.82 -0.178
H 1.76 -3.72 0.66 -0.483
O 4.18 0.10 2.77 -0.768
H -2.50 3.97 4.94 0.310
O 3.17 0.79 -1.92 -0.560
H 4.02 -0.87 6.60 0.353
H -2.90 2.89 1.44 0.278
H -6.68 -1.20 -1.53 0.285
H -0.44 2.09 6.22 0.224
C -2.78 -0.72 -4.64 -0.483
C 1.38 -3.08 -4.31 0.636
H 1.15 3.99 5.95 0.334
H -0.06 -4.19 -3.36 0.370
H 0.70 0.28 -5.69 0.101
H -4.47 4.32 6.19 0.304
H 2.10 -2.50 -2.42 -0.070
H 2.93 2.16 5.02 0.262
C 0.34 -4.88 2.77 -1.190
C 0.07 4.15 5.91 -1.393
H 0.29 -4.56 3.82 0.499
O -1.27 -1.92 -1.60 0.723
O -3.49 2.74 0.68 -0.638
C 2.58 -3.17 10.94 -1.519
H 3.72 -5.89 -5.88 0.300
O -0.35 -3.88 2.02 0.171
H 1.80 -2.49 11.28 0.391
O -3.55 -0.77 -0.35 -0.496
C -0.65 1.34 -1.69 -0.377
H 3.81 0.06 1.87 0.404
H -3.46 1.11 3.21 0.248
H 5.62 -2.50 1.64 0.298
O 3.48 -4.16 -4.85 -0.275
C -0.71 2.90 5.55 0.430
C -2.92 6.58 -3.50 1.614
H -2.93 0.02 2.28 0.186
H 1.34 -2.73 -5.34 0.167
H 2.25 -3.95 3.10 -0.049
H 2.92 -1.67 0.51 0.191
H -4.84 7.49 -3.00 0.421
H 3.56 -2.89 11.33 0.327
C -2.39 5.65 -4.60 -0.746
H -2.51 0.05 -3.91 -0.005
H -4.55 2.67 6.82 0.304
H 3.37 2.12 -7.83 0.447
O -2.66 3.54 6.93 -0.375
H 3.71 4.15 -7.19 0.366
C -2.22 3.16 5.63 -0.559
H 1.53 -3.63 9.11 0.286
H -0.09 -1.37 2.46 0.146
H -6.23 -2.84 -1.74 0.315
H -0.64 0.29 0.68 0.076
H -2.57 8.47 -2.92 0.295
H -3.28 2.59 -3.90 0.245
H 1.08 4.82 -1.89 0.288
H -1.18 7.64 -3.16 0.262
H 3.43 -4.75 8.16 0.253
H 2.30 0.99 -2.27 -0.003
H -4.91 6.08 -4.10 0.322
O -2.65 0.77 2.82 -0.493
H -2.84 2.31 5.30 0.298
H 0.00 1.89 -5.33 -0.156
C 2.24 -4.63 1.02 -0.866
H 1.43 1.36 -8.82 0.298
H 1.54 1.94 4.40 0.259
H -2.33 -3.25 1.79 -0.007
O 5.05 -2.64 2.40 -0.586
H 2.93 4.49 -5.65 0.272
N 3.40 -4.52 9.14 -0.710
H 1.35 -1.16 -3.29 -0.073
H 0.82 0.10 2.79 -0.099
H 1.58 1.48 -4.73 0.115
O 5.19 -1.16 -1.60 -0.641
O 3.61 2.55 -5.81 -0.354
H 0.72 -1.74 0.38 -0.978
H 2.59 -1.28 9.20 0.315
H -2.69 5.57 -0.15 0.278
H 3.51 1.62 -1.57 0.203
H 3.35 0.77 -6.79 0.367
H 3.49 -5.87 2.89 0.302
N -0.03 -3.35 -3.92 -0.577
H 3.62 0.73 3.25 0.322
H 2.74 -0.27 -0.35 0.088
H 0.78 1.32 0.54 0.419
H 2.32 -4.13 11.40 0.424
H -2.25 -1.65 -4.45 0.477
O -0.35 -4.41 -0.76 -0.697
H -0.23 2.33 -1.49 0.318
H 4.69 -1.76 2.60 0.315
H -2.41 6.13 -5.58 0.414
C 1.47 1.91 -6.89 0.507
C 2.17 -4.38 -4.34 -1.004
C 0.34 0.37 0.21 -1.630
C -4.07 3.64 6.94 -0.761
H 5.86 -0.48 -1.55 0.276
N -0.37 2.47 4.17 -0.149
N 2.50 -6.04 3.02 -0.851
O 2.60 -2.22 7.30 -0.187
H 1.15 0.20 -7.86 0.285
```

The value obtained for the largest force on an atom is 1.7 eV/A. For the HOMO energy, the calculation gives -8.78 eV. The total energy is -87868.07017 eV. The value obtained for the HOMO-LUMO gap is 7.58 eV. The calculation puts the lowest unoccupied orbital energy at -1.20 eV.

***

Entry 2:
The following is a DFT calculation (ωB97M-V/def2-TZVPD) of a cluster of 2 separate species, C4H9O3 in total in a non-equilibrium geometry.

Structure (XYZ):
```
16
Properties=species:S:1:pos:R:3:nbo_charge:R:1
H -0.52 0.90 -0.23 0.229
H 0.77 -0.52 3.69 0.142
H -2.67 0.18 -1.66 0.206
O 1.33 -0.49 -0.69 -0.377
H 0.18 0.24 2.25 0.150
C -1.87 -0.29 -1.72 -0.584
C -0.70 0.61 -1.30 -0.346
O 2.22 -0.16 2.17 -0.706
H -1.70 -0.70 -2.65 0.233
O 0.89 -0.38 -2.91 -0.540
H 2.04 -1.01 1.62 0.472
C 1.03 0.19 2.80 -0.232
C 0.74 -0.13 -1.72 0.745
H 1.11 1.17 3.12 0.175
H -2.11 -1.12 -0.93 0.207
H -0.72 1.51 -1.84 0.226
```

As for the spin multiplicity: 2. The value obtained for the largest force on an atom is 9.1 eV/A. Its expectation value of S² is 0.76. For the HOMO energy (alpha / beta), the calculation gives -10.18 / -10.16 eV. The total energy is -10432.45465 eV. The value obtained for the HOMO-LUMO gap (alpha / beta) is 10.91 / 6.73 eV. The calculation puts the lowest unoccupied orbital energy (alpha / beta) at 0.72 / -3.44 eV.

***

Entry 3:
The following is a DFT calculation (ωB97M-V/def2-TZVPD) of the molecule C18H21NO in a non-equilibrium geometry.

Structure (XYZ):
```
41
Properties=species:S:1:pos:R:3:nbo_charge:R:1
C 3.31 -1.76 3.74 -0.212
H 0.10 -0.61 -2.18 0.168
C 2.31 -2.17 1.59 -0.195
C 1.56 -0.31 2.94 0.001
H -0.19 0.56 3.87 0.208
H 3.91 -3.32 2.39 0.209
H 2.22 -2.78 0.69 0.204
C -0.02 1.38 1.88 -0.403
H -2.49 -1.15 -5.64 0.209
O -1.55 0.11 -4.14 -0.417
C 2.50 -0.66 3.93 -0.202
H -1.23 -0.42 1.75 0.204
C 3.26 -2.50 2.54 -0.213
H 2.07 -0.95 -0.82 0.212
H -1.97 -0.25 -0.56 0.167
H -1.92 2.64 -1.86 0.224
H -4.73 -0.46 -4.60 0.226
C -1.40 0.62 -0.14 -0.213
H 1.15 0.78 -2.36 0.203
C 1.39 -0.16 -0.47 -0.391
C -3.43 0.84 -3.20 -0.305
C -1.29 1.88 -2.28 -0.251
C -0.56 0.19 1.09 -0.192
H 4.01 -2.01 4.52 0.209
H 2.56 -0.01 4.77 0.207
H 1.16 1.66 3.63 0.212
H -0.82 2.08 2.12 0.207
C 0.54 -0.78 0.66 -0.245
N -0.55 1.17 -1.19 -0.448
H -4.18 1.33 -2.54 0.228
H 1.96 0.68 -0.07 0.210
C -2.57 -0.48 -4.81 0.076
H -2.11 1.37 0.16 0.197
C 1.48 -1.08 1.76 -0.020
H 0.10 -1.72 0.35 0.214
H 0.69 1.88 1.30 0.207
C 0.51 0.28 -1.65 -0.223
C -3.75 -0.11 -4.24 -0.315
H -0.58 2.45 -2.94 0.214
C -2.06 0.93 -3.16 0.251
C 0.61 0.86 3.16 -0.419
```

The value obtained for the largest force on an atom is 2.6 eV/A. The structure (SMILES) is c1coc(CN2CC[C@H]3c4ccccc4CC[C@H]3C2)c1. For the HOMO energy, the calculation gives -8.24 eV. The total energy is -22543.69576 eV. The value obtained for the HOMO-LUMO gap is 9.16 eV. The calculation puts the lowest unoccupied orbital energy at 0.92 eV.

***

Entry 4:
The following is a DFT calculation (ωB97M-V/def2-TZVPD) of a cluster of 9 separate species, C94H66Cl2N2O12 in total in a non-equilibrium geometry.

Structure (XYZ):
```
176
Properties=species:S:1:pos:R:3:mulliken_charge:R:1
H 0.68 0.25 -2.00 0.254
H -1.29 -5.80 2.69 0.395
O 5.58 -0.63 -4.14 -0.669
O -12.90 -4.03 -2.43 -0.591
C -6.23 3.28 5.09 -0.368
C -10.10 -5.09 -4.57 0.389
C 5.53 3.43 -8.08 0.259
C 0.05 13.80 3.13 0.567
H 11.08 2.05 -9.49 0.408
C -1.63 -7.66 3.64 -0.931
H 3.98 -0.61 -6.12 0.461
O -0.87 14.56 2.81 -0.632
C 4.04 -2.03 3.97 -0.680
H 3.10 -9.26 8.52 0.416
H -1.57 10.01 0.92 0.377
H 3.14 -0.64 5.37 0.380
O 8.64 -3.57 -7.68 -0.659
C -6.26 5.23 -1.31 0.193
C -11.45 -4.89 -4.08 0.262
C -8.50 -3.09 -0.24 -0.388
C 3.40 -7.20 7.98 -0.677
Cl 1.88 2.51 -0.15 -0.206
C 6.63 -2.36 -7.24 0.421
H 9.83 3.52 -5.80 0.432
C -11.15 -6.20 -6.55 -0.432
C 4.12 -4.30 4.89 0.365
C 10.10 -1.85 -5.77 -0.591
H -2.12 -13.38 7.88 0.371
C 0.02 12.39 2.89 0.373
H 0.85 -0.52 -0.39 0.285
C 3.14 -2.59 6.22 -0.757
C 5.82 -1.61 -6.36 0.405
H 5.11 4.38 -4.85 0.403
C 8.68 -1.97 -5.82 0.391
H 3.88 2.98 -9.40 0.454
H -9.18 3.38 -0.57 0.308
C 4.85 4.28 -5.89 -0.618
C -12.52 -5.38 -4.84 -0.396
H -1.26 -12.14 5.85 0.465
C -2.36 -5.51 4.48 -0.509
C 7.27 3.91 -6.31 0.560
C 6.31 -1.18 -5.03 0.238
C 3.21 14.03 5.24 -0.661
H 4.22 -1.32 3.18 0.453
H 2.14 3.71 -7.87 0.435
C -2.97 -11.61 8.70 -0.518
H -11.81 -3.16 -0.22 0.423
H -6.64 3.57 4.13 0.279
C 3.66 -6.28 6.96 0.081
H -1.21 -8.25 2.84 0.444
C 2.63 16.24 4.54 -0.453
H -9.45 4.97 -2.58 0.304
C -4.88 3.89 5.34 -0.372
C 8.25 3.34 -7.27 0.627
C 0.01 9.61 2.24 -0.498
C 4.18 3.37 -8.44 -0.744
C 8.04 -2.72 -6.98 0.657
C -12.40 -6.01 -6.06 -0.558
H 4.41 -2.55 -9.81 0.374
C 8.93 2.30 -9.34 -0.804
O 6.11 2.45 -10.14 -0.671
H -7.48 6.52 -2.34 0.285
H -7.24 -3.80 -1.79 0.435
C -8.95 -4.61 -3.69 0.342
C -1.63 -9.72 5.04 0.491
H -3.61 -9.72 9.33 0.426
C 10.54 2.74 -7.60 -0.349
C 1.52 15.71 3.89 -0.435
H -7.62 -2.86 0.35 0.393
H -9.08 -5.99 -6.28 0.408
C -9.29 -3.94 -2.36 0.174
H -6.94 3.75 5.78 0.263
H 11.53 2.62 -7.20 0.397
C 7.81 -1.21 -4.94 0.422
C -2.33 -12.34 7.71 -0.492
O -7.80 -4.79 -4.12 -0.653
C 10.24 2.22 -8.83 -0.681
C 4.37 -8.10 5.59 -0.760
C -3.06 -8.08 7.14 0.578
C 0.92 10.14 3.13 -0.470
C 4.80 -2.39 -8.81 -0.335
C -6.20 1.80 5.31 0.285
H 0.88 16.43 3.38 0.413
C 3.98 -8.96 6.58 -0.206
H -4.84 4.97 5.18 0.327
H 3.86 -10.02 6.43 0.350
C -8.47 4.58 -2.29 -0.359
H 10.73 -2.23 -6.56 0.465
H 6.64 -3.30 -9.19 0.454
O 4.80 -6.12 3.55 -0.674
C 4.38 -5.79 4.65 0.487
C -0.91 11.81 1.98 -0.625
H 2.81 17.31 4.54 0.398
H -3.93 3.21 3.39 0.344
C -10.82 -3.26 -0.64 -0.515
C 1.00 11.48 3.43 0.278
C 3.51 4.15 -6.25 -0.535
C 3.48 -3.93 6.09 0.351
H -7.62 2.87 -1.11 0.356
N -5.19 4.87 -1.08 -0.407
H 0.08 8.56 1.98 0.405
H 8.77 1.76 -10.26 0.422
C -1.69 -6.30 3.56 -0.423
H -2.88 3.73 4.71 0.305
H 1.65 9.50 3.58 0.433
C 0.37 0.27 -0.96 -0.280
C -8.57 3.27 -1.47 -1.156
H 4.60 -8.59 4.66 0.396
C 4.12 -6.76 5.77 0.773
O -3.60 -7.39 8.05 -0.677
H 2.85 -2.21 7.19 0.425
H -3.20 -12.09 9.64 0.373
C 6.07 -2.74 -8.47 -0.842
H -7.93 4.30 -3.19 0.264
N -6.17 0.62 5.46 -0.439
H -9.81 -2.32 1.11 0.390
H -0.19 1.71 0.55 0.314
H -3.80 2.23 4.73 0.356
C 10.64 -1.26 -4.62 -0.581
C -0.88 10.47 1.61 -0.534
H 10.21 -0.03 -2.87 0.387
O 2.90 11.23 5.02 -0.630
C -10.64 -3.85 -1.90 0.360
O 7.63 4.34 -5.23 -0.666
C 3.17 3.72 -7.55 -0.637
C 6.48 2.87 -9.04 0.698
Cl -1.32 -0.25 -0.96 -0.191
H -0.23 2.25 -1.07 0.302
H 4.35 15.75 5.75 0.377
C -11.78 -4.29 -2.74 0.337
H -2.61 -4.46 4.36 0.437
C 4.40 -3.34 3.87 -0.308
C -8.26 -3.63 -1.46 -0.422
H -8.06 6.01 -0.74 0.259
C -2.62 -7.45 5.83 0.397
H -11.02 -6.68 -7.51 0.385
C 7.88 2.89 -8.55 0.213
O -1.03 -10.37 4.22 -0.619
C 0.37 1.65 -0.38 -0.478
H 3.00 -6.91 8.94 0.377
C -2.71 -9.51 7.39 0.129
C 3.20 -4.85 7.20 0.497
H 2.78 4.31 -5.46 0.424
H -13.33 -6.31 -6.53 0.396
C 3.50 15.37 5.21 -0.402
C -3.84 3.29 4.47 -1.228
C 3.97 -1.69 -7.98 -0.727
C -3.11 -10.23 8.52 -0.475
C 9.81 -0.61 -3.68 -0.389
C 8.40 -0.57 -3.83 -0.713
C -10.03 -5.70 -5.84 -0.479
H 4.92 -3.70 2.99 0.457
O 2.65 -4.49 8.24 -0.660
C -2.01 -10.28 6.41 0.362
H 11.72 -1.27 -4.63 0.397
C 5.84 3.93 -6.79 0.610
C 9.58 3.31 -6.83 -0.640
C -1.93 -8.24 4.86 0.373
C 2.19 11.96 4.26 0.317
C -1.79 -11.64 6.65 -0.532
C 1.26 14.35 3.83 0.349
H -1.65 12.35 1.40 0.402
C 3.51 -8.53 7.84 -0.690
H 2.97 -1.44 -8.31 0.435
H -3.29 -5.47 6.39 0.458
C -7.61 5.67 -1.67 -0.364
C 4.50 -1.34 -6.73 -0.441
H 7.89 0.05 -3.10 0.442
C 2.24 13.45 4.42 0.205
C -2.82 -6.08 5.63 -0.523
C 3.44 -1.66 5.20 -0.397
H -8.96 2.44 -2.06 0.318
H -13.55 -5.38 -4.51 0.359
C -9.76 -2.86 0.17 -0.619
H 3.82 13.33 5.80 0.446
H -4.58 3.72 6.37 0.247
```

The value obtained for the largest force on an atom is 5.4 eV/A. The structure (SMILES) is O=C1c2ccccc2C(=O)c2ccccc21.O=C1c2ccccc2C(=O)c2ccccc21.O=C1c2ccccc2C(=O)c2ccccc21.O=C1c2ccccc2C(=O)c2ccccc21.O=C1c2ccccc2C(=O)c2ccccc21.O=C1c2ccccc2C(=O)c2ccccc21.CCCC#N.CCCC#N.ClCCCl. For the HOMO energy, the calculation gives -9.56 eV. The total energy is -151141.20661 eV. The value obtained for the HOMO-LUMO gap is 8.19 eV. The calculation puts the lowest unoccupied orbital energy at -1.37 eV.

***

Entry 5:
The following is a DFT calculation (ωB97M-V/def2-TZVPD) of a structure of composition C2H3FInO in a non-equilibrium geometry.

Structure (XYZ):
```
8
Properties=species:S:1:pos:R:3:mulliken_charge:R:1
C -0.19 0.69 0.39 0.358
In -1.88 -0.48 -1.42 1.496
H 0.08 1.63 0.88 0.409
F -0.09 -1.55 0.10 -0.108
H 1.07 -0.64 1.48 0.413
H 0.82 0.06 -1.00 0.645
O -0.46 0.72 -0.91 -0.214
C 0.66 -0.45 0.48 0.001
```

The value obtained for the largest force on an atom is 5.8 eV/A. Its charge is +3. For the HOMO energy (alpha / beta), the calculation gives -27.42 / -28.85 eV. The total energy is -12012.64651 eV. The value obtained for the HOMO-LUMO gap (alpha / beta) is 6.38 / 8.31 eV. The calculation puts the lowest unoccupied orbital energy (alpha / beta) at -21.04 / -20.54 eV.

***

Entry 6:
The following is a DFT calculation (ωB97M-V/def2-TZVPD) of the molecule C4H10N2O in a non-equilibrium geometry.

Structure (XYZ):
```
17
Properties=species:S:1:pos:R:3:nbo_charge:R:1
H 0.81 0.82 0.09 0.413
H 0.58 -2.20 0.59 0.365
H 0.66 3.32 0.43 0.106
H 2.33 -1.74 -0.85 0.218
C -0.03 2.61 0.88 0.531
H -1.08 -0.78 -1.12 0.184
C -0.79 -0.86 -0.07 -0.249
O -0.83 2.93 1.72 -0.600
N 0.58 -1.32 0.08 -0.649
C -1.12 0.46 0.63 -0.231
H -1.51 -1.63 0.23 0.198
N 0.02 1.39 0.29 -0.650
H 1.36 -0.60 -1.69 0.186
H -1.97 0.92 0.15 0.213
H -1.06 0.39 1.71 0.208
C 1.32 -1.56 -1.17 -0.426
H 0.73 -2.14 -1.88 0.185
```

The value obtained for the largest force on an atom is 2.7 eV/A. The structure (SMILES) is CNCCNC=O. For the HOMO energy, the calculation gives -9.39 eV. The total energy is -9337.01620 eV. The value obtained for the HOMO-LUMO gap is 10.26 eV. The calculation puts the lowest unoccupied orbital energy at 0.88 eV.

***

Entry 7:
The following is a DFT calculation (ωB97M-V/def2-TZVPD) of the molecule C4H4O2.

Structure (XYZ):
```
10
Properties=species:S:1:pos:R:3:nbo_charge:R:1
C 1.16 0.24 0.41 -0.147
C 0.96 -0.36 -0.83 0.055
H -0.39 0.49 1.95 0.208
H -0.99 1.53 -0.60 0.481
H 1.65 -1.01 -1.37 0.218
O -1.05 1.56 0.36 -0.681
O -0.40 -0.43 -1.28 -0.483
H -0.40 -1.79 0.40 0.229
C -0.26 0.53 0.87 0.017
C -0.28 -0.75 0.09 0.103
```

The value obtained for the largest force on an atom is 0.6 eV/A. For the HOMO energy, the calculation gives -8.73 eV. The total energy is -8302.33920 eV. The value obtained for the HOMO-LUMO gap is 9.55 eV. The calculation puts the lowest unoccupied orbital energy at 0.82 eV.